[1]
{
  "formula": "C2H9NO4",
  "method": "the ωB97M-V functional and the def2-TZVPD basis",
  "symbols": ["C", "N", "C", "O", "O", "H", "H", "H", "H", "H", "O", "H", "H", "O", "H", "H"],
  "xyz": [[-0.175, 1.511, -1.248], [-0.792, 0.523, -2.130], [-0.347, -0.789, -1.912], [-0.359, -1.820, -2.540], [0.483, -0.480, -0.758], [-0.026, 1.088, -0.184], [0.662, 1.933, -1.767], [-0.883, 2.163, -0.790], [-1.678, 0.661, -2.760], [1.198, -1.198, -0.878], [-1.333, 0.527, 2.677], [-1.723, -0.248, 3.304], [-0.445, 0.433, 2.268], [1.492, -1.187, 2.156], [1.516, -1.992, 2.633], [2.412, -1.124, 1.928]],
  "forces_ev_per_a": [[-2.0, 0.3, 2.2], [-2.7, -2.1, -1.6], [1.6, 3.2, 0.8], [-0.6, 1.1, 0.9], [2.4, -6.8, -2.1], [0.6, 0.9, -2.2], [0.5, 0.5, 0.5], [-1.0, 1.7, -1.3], [2.6, -0.1, 1.9], [-1.5, 1.2, 0.9], [-1.5, -1.5, 1.6], [2.5, 2.6, -2.7], [-0.9, -1.1, 1.0], [-0.1, 0.9, -0.5], [-0.5, -1.4, 1.0], [0.7, 0.6, -0.4]],
  "relative_energy_kcal_mol": 67.6,
  "lumo_energy_ev": 0.35,
  "max_force_ha_per_bohr": 0.147,
  "homo_lumo_gap_ha": 0.3746,
  "e_homo_ev": -9.843,
  "total_charge": 0
}

---

[2]
{
  "formula": "C10H7F2O3",
  "method": "the ωB97M-V functional and the def2-TZVPD basis",
  "symbols": ["O", "C", "O", "C", "C", "O", "C", "F", "F", "C", "C", "C", "C", "C", "C", "H", "H", "H", "H", "H", "H", "H"],
  "xyz": [[-4.770, 0.883, 0.938], [-3.788, 0.789, 0.203], [-3.775, 1.515, -0.939], [-2.605, -0.048, 0.560], [-1.517, -0.145, -0.294], [-1.400, 0.337, -1.454], [-0.476, -1.210, 0.010], [-0.631, -2.157, -0.951], [-0.821, -1.917, 1.158], [0.924, -0.730, 0.042], [1.393, -0.218, 1.242], [2.620, 0.439, 1.271], [3.296, 0.675, 0.086], [2.864, 0.225, -1.162], [1.622, -0.533, -1.156], [-3.061, 1.207, -1.442], [-2.676, -0.475, 1.494], [0.878, -0.574, 2.110], [3.158, 0.847, 2.188], [4.172, 1.392, 0.200], [3.501, 0.573, -1.971], [1.093, -0.874, -2.134]],
  "forces_ev_per_a": [[0.6, -0.1, -0.4], [0.0, -0.3, 1.3], [-2.1, 0.4, 1.4], [-0.5, 2.1, -2.5], [-1.4, -0.4, -0.2], [0.2, 0.5, 0.0], [-0.8, -1.2, 0.4], [0.2, -0.4, -0.8], [0.6, 0.5, 0.2], [0.7, 1.0, -0.7], [1.3, -0.7, 0.1], [0.4, 0.4, 1.1], [1.1, 1.4, -0.1], [-1.5, -0.6, 1.6], [0.4, 0.6, -2.0], [2.6, -0.8, -1.5], [0.1, -1.0, 1.7], [-0.3, 0.5, 0.6], [-1.3, -0.8, -1.0], [-0.9, -1.2, -0.6], [-0.7, -0.6, -0.5], [1.2, 0.6, 1.9]],
  "relative_energy_kcal_mol": 0.0,
  "lumo_energy_ev": 3.21,
  "max_force_ha_per_bohr": 0.065,
  "homo_lumo_gap_ha": 0.2668,
  "e_homo_ev": -4.053,
  "total_charge": -1
}

---

[3]
{
  "formula": "C9H25AlN2O3",
  "method": "the ωB97M-V functional and the def2-TZVPD basis",
  "symbols": ["Al", "C", "O", "H", "H", "H", "C", "C", "C", "O", "C", "N", "H", "H", "H", "H", "H", "H", "H", "H", "H", "H", "H", "C", "C", "C", "O", "C", "N", "H", "H", "H", "H", "H", "H", "H", "H", "H", "H", "H"],
  "xyz": [[5.844, -12.158, -12.086], [2.743, -12.508, -15.091], [3.671, -12.173, -14.129], [1.706, -12.316, -14.819], [2.743, -11.835, -15.948], [2.797, -13.513, -15.511], [8.053, -10.800, -7.513], [7.228, -11.695, -8.535], [5.860, -12.078, -7.970], [5.112, -12.735, -8.991], [3.966, -13.366, -8.378], [7.023, -10.762, -9.712], [8.384, -11.364, -6.641], [7.499, -10.035, -6.968], [8.970, -10.400, -7.944], [7.784, -12.603, -8.770], [5.346, -11.221, -7.533], [5.928, -12.764, -7.126], [4.214, -14.025, -7.546], [3.493, -14.030, -9.101], [3.212, -12.663, -8.024], [6.538, -9.984, -9.288], [7.902, -10.338, -9.970], [1.854, -9.071, -10.059], [2.880, -10.273, -10.363], [2.186, -11.624, -10.827], [3.089, -12.727, -11.142], [2.310, -13.885, -11.372], [3.823, -9.772, -11.226], [1.065, -9.410, -9.388], [1.345, -8.731, -10.960], [2.473, -8.267, -9.660], [3.398, -10.484, -9.428], [1.494, -11.402, -11.639], [1.556, -11.950, -9.999], [1.914, -14.349, -10.469], [2.907, -14.654, -11.863], [1.448, -13.720, -12.018], [4.110, -8.839, -10.967], [3.391, -9.550, -12.111]],
  "forces_ev_per_a": [[-0.8, 1.0, 1.3], [3.0, -1.0, 0.3], [-2.3, -0.5, -0.7], [-0.8, 0.6, 0.9], [0.1, 1.1, -0.4], [0.2, -0.3, 0.6], [-0.1, -1.4, 0.7], [0.4, 2.1, 1.1], [0.6, -0.4, -0.2], [-0.8, -0.1, 0.7], [-0.1, -0.6, -0.6], [-0.3, -1.5, -0.2], [0.2, -0.6, -0.2], [-0.4, 0.4, -0.8], [-0.2, 0.1, -0.2], [0.0, 0.2, -0.4], [-0.3, 0.5, -0.4], [0.6, -0.1, 0.1], [0.5, 0.2, 0.2], [0.2, 0.3, -0.1], [0.1, 0.4, 0.0], [-0.6, 0.3, -0.3], [0.5, -0.2, -0.2], [0.2, -1.7, -0.3], [-2.5, -1.0, 2.1], [0.7, 1.2, 0.6], [-0.6, 1.4, -0.3], [-0.2, -1.2, -0.7], [1.9, 0.4, -3.1], [0.2, 0.2, 0.4], [0.2, 0.0, -0.2], [-0.4, 0.0, 0.2], [-0.2, -0.1, 0.3], [0.1, -0.2, -0.5], [0.0, -0.1, 0.2], [0.1, 0.4, 0.4], [0.3, 0.2, 0.1], [0.0, 0.4, -0.1], [0.7, 0.0, 0.6], [-0.1, -0.4, -0.7]],
  "relative_energy_kcal_mol": 67.2,
  "lumo_energy_ev": -12.46,
  "max_force_ha_per_bohr": 0.072,
  "homo_lumo_gap_ha": 0.1273,
  "e_homo_ev": -15.920,
  "total_charge": 2
}

---

[4]
{
  "formula": "C37H96AsF9N6O15S",
  "method": "the ωB97M-V functional and the def2-TZVPD basis",
  "symbols": ["C", "O", "C", "C", "N", "H", "H", "C", "C", "O", "C", "H", "H", "H", "H", "H", "H", "H", "H", "H", "H", "H", "H", "H", "H", "C", "O", "C", "C", "N", "H", "H", "C", "C", "O", "C", "H", "H", "H", "H", "H", "H", "H", "H", "H", "H", "H", "H", "H", "H", "C", "O", "C", "C", "N", "H", "H", "C", "C", "O", "C", "H", "H", "H", "H", "H", "H", "H", "H", "H", "H", "H", "H", "H", "H", "C", "O", "C", "C", "N", "H", "H", "C", "C", "O", "C", "H", "H", "H", "H", "H", "H", "H", "H", "H", "H", "H", "H", "H", "H", "C", "O", "C", "C", "N", "H", "H", "C", "C", "O", "C", "H", "H", "H", "H", "H", "H", "H", "H", "H", "H", "H", "H", "H", "H", "C", "O", "C", "C", "N", "H", "H", "C", "C", "O", "C", "H", "H", "H", "H", "H", "H", "H", "H", "H", "H", "H", "H", "H", "H", "As", "F", "F", "F", "F", "F", "F", "C", "F", "F", "F", "S", "O", "O", "O"],
  "xyz": [[-4.030, -0.549, -0.764], [-5.184, -1.163, -1.357], [-5.797, -0.489, -2.413], [-7.253, -0.916, -2.554], [-8.122, -0.458, -1.388], [-7.897, 0.528, -1.225], [-9.099, -0.318, -1.670], [-7.996, -1.283, -0.133], [-9.055, -2.345, -0.072], [-8.936, -3.267, -1.134], [-9.672, -4.481, -0.948], [-4.307, 0.420, -0.335], [-3.234, -0.394, -1.488], [-3.765, -1.224, 0.044], [-5.337, -0.795, -3.366], [-5.593, 0.590, -2.364], [-7.434, -1.972, -2.740], [-7.729, -0.407, -3.397], [-8.101, -0.577, 0.694], [-6.992, -1.654, 0.052], [-10.062, -1.907, -0.100], [-8.954, -2.897, 0.867], [-10.625, -4.376, -1.470], [-9.859, -4.823, 0.070], [-9.100, -5.232, -1.489], [5.040, 0.998, -1.333], [4.506, 2.283, -1.013], [3.786, 2.839, -2.084], [3.626, 4.323, -1.762], [4.920, 5.006, -1.505], [5.558, 4.484, -0.888], [5.376, 5.173, -2.402], [4.804, 6.342, -0.778], [6.178, 6.747, -0.290], [6.701, 5.595, 0.333], [7.985, 5.818, 0.908], [4.426, 0.146, -1.032], [5.974, 0.890, -0.780], [5.278, 0.871, -2.390], [2.807, 2.369, -2.199], [4.300, 2.793, -3.052], [2.960, 4.384, -0.900], [3.143, 4.887, -2.559], [4.104, 6.149, 0.034], [4.301, 7.064, -1.418], [6.107, 7.516, 0.486], [6.796, 7.119, -1.113], [8.357, 4.849, 1.247], [7.955, 6.407, 1.828], [8.700, 6.184, 0.173], [-0.192, -8.925, 0.461], [-0.606, -7.597, 0.139], [-1.287, -6.967, 1.179], [-1.358, -5.484, 0.879], [-2.016, -5.400, -0.504], [-1.430, -5.943, -1.153], [-2.990, -5.678, -0.425], [-2.019, -4.000, -1.027], [-3.159, -3.778, -2.045], [-3.288, -4.870, -2.920], [-2.197, -4.884, -3.852], [-1.040, -9.565, 0.715], [0.524, -8.921, 1.285], [0.296, -9.291, -0.437], [-0.732, -7.038, 2.121], [-2.319, -7.321, 1.285], [-0.413, -4.959, 0.762], [-2.042, -4.956, 1.540], [-1.050, -3.733, -1.441], [-2.226, -3.317, -0.202], [-2.983, -2.831, -2.565], [-4.136, -3.677, -1.566], [-2.546, -5.177, -4.840], [-1.427, -5.544, -3.454], [-1.742, -3.905, -4.027], [2.879, 2.514, 10.843], [3.600, 1.411, 10.318], [4.349, 1.664, 9.151], [4.296, 0.395, 8.337], [2.888, -0.057, 8.171], [2.538, -0.132, 9.134], [2.255, 0.604, 7.713], [2.680, -1.409, 7.514], [2.698, -1.249, 6.015], [1.955, -0.139, 5.584], [1.587, -0.211, 4.219], [3.457, 3.442, 10.889], [2.645, 2.321, 11.887], [1.969, 2.708, 10.271], [5.381, 1.982, 9.348], [3.969, 2.566, 8.648], [4.915, -0.377, 8.785], [4.694, 0.623, 7.346], [1.728, -1.818, 7.846], [3.508, -2.020, 7.866], [2.424, -2.211, 5.563], [3.725, -1.168, 5.626], [0.993, -1.109, 4.016], [2.449, -0.159, 3.553], [0.821, 0.541, 4.022], [4.459, 3.678, 2.258], [3.155, 3.951, 1.747], [2.352, 2.802, 1.850], [0.932, 3.073, 1.328], [0.466, 4.445, 1.736], [0.297, 4.418, 2.742], [1.217, 5.070, 1.446], [-0.775, 4.990, 1.046], [-1.974, 4.081, 1.301], [-2.003, 3.769, 2.666], [-2.883, 4.433, 3.532], [4.414, 3.646, 3.347], [5.178, 4.363, 1.813], [4.881, 2.710, 1.956], [2.209, 2.383, 2.850], [2.733, 2.034, 1.170], [0.267, 2.261, 1.617], [0.939, 3.052, 0.235], [-0.498, 5.023, -0.008], [-0.881, 5.984, 1.474], [-2.128, 3.197, 0.687], [-2.811, 4.752, 1.061], [-2.855, 5.534, 3.520], [-2.648, 4.160, 4.557], [-3.943, 4.250, 3.327], [2.380, 3.323, -6.290], [1.946, 2.135, -5.644], [1.936, 0.964, -6.458], [1.266, -0.148, -5.693], [-0.123, 0.345, -5.360], [-0.086, 1.348, -5.156], [-0.727, 0.354, -6.187], [-0.831, -0.366, -4.202], [-2.202, -0.762, -4.682], [-2.052, -1.800, -5.617], [-3.193, -1.909, -6.490], [3.466, 3.446, -6.271], [1.927, 4.132, -5.718], [2.034, 3.314, -7.327], [2.925, 0.654, -6.804], [1.388, 1.274, -7.356], [1.735, -0.496, -4.775], [1.150, -1.019, -6.337], [-0.842, 0.352, -3.384], [-0.146, -1.153, -3.893], [-2.694, 0.140, -5.085], [-2.937, -1.088, -3.936], [-4.040, -2.233, -5.881], [-2.935, -2.678, -7.213], [-3.348, -0.960, -7.005], [-0.029, -0.822, -0.029], [-0.917, 0.712, 0.189], [0.949, -0.224, 1.323], [0.799, -2.319, -0.244], [-1.067, -1.212, -1.365], [1.100, -0.047, -1.120], [-1.096, -1.595, 1.130], [1.526, -3.688, -3.913], [1.300, -2.752, -2.958], [0.545, -3.678, -4.820], [2.666, -3.383, -4.531], [1.638, -5.369, -3.021], [0.699, -5.238, -1.901], [1.176, -6.320, -4.017], [3.027, -5.485, -2.623]],
  "forces_ev_per_a": [[-0.9, 0.1, -0.2], [-0.1, -0.1, 0.5], [0.4, -0.5, -0.7], [-0.9, 1.0, -0.3], [0.8, 0.4, -0.2], [0.6, -0.2, 0.4], [-0.1, -1.0, 0.0], [-0.3, 0.6, 1.0], [-0.6, -0.9, -0.1], [0.7, 0.4, 0.5], [-0.3, -0.2, -1.3], [0.0, 0.0, 0.0], [0.2, -0.2, 0.1], [0.5, 0.1, -0.1], [0.0, 0.0, 0.0], [-0.6, 0.1, 0.2], [0.3, -0.1, 0.5], [0.5, 0.1, -0.2], [-0.6, -0.1, 0.0], [0.1, -0.2, -1.0], [0.0, 0.2, 0.2], [0.0, 0.3, 0.2], [-0.1, -0.1, 0.2], [0.3, 0.5, 0.2], [-0.1, -0.2, 0.2], [0.9, -0.8, 0.4], [0.0, -0.1, -0.6], [0.2, 0.9, -0.1], [-1.0, -0.3, 0.1], [-0.1, 0.8, 0.4], [0.0, -0.5, -0.2], [0.3, -0.2, 0.1], [-0.8, -0.3, -0.1], [-0.2, 0.0, 0.5], [0.1, -0.1, -0.3], [0.6, -1.0, 0.5], [-0.5, 0.4, 0.0], [0.0, 0.1, 0.0], [-0.1, 0.3, 0.0], [-0.1, 0.1, -0.1], [0.2, -0.5, 0.1], [0.5, 0.3, 0.4], [0.0, -0.2, -0.2], [0.3, -0.1, 0.2], [0.3, 0.1, -0.2], [-0.2, 0.3, -0.4], [0.2, -0.1, 0.0], [-0.1, -0.1, -0.2], [-0.2, 0.5, -0.3], [-0.1, 0.3, 0.0], [0.1, 0.1, -0.4], [-0.2, 0.1, 0.2], [0.6, 0.7, 0.4], [-0.8, -0.2, -1.6], [0.9, 1.6, 0.3], [-0.3, -0.5, 0.0], [0.1, -0.7, -0.4], [-0.9, 1.1, -0.1], [-0.1, -0.8, 0.4], [0.1, 0.9, -0.5], [0.3, -0.3, -0.1], [-0.1, 0.0, 0.0], [0.0, 0.1, 0.1], [0.0, -0.1, 0.1], [-0.2, -0.4, 0.2], [0.0, -0.4, 0.2], [0.2, -0.2, 0.2], [0.2, 0.0, 0.2], [0.1, -0.5, 0.1], [0.2, -0.1, 0.2], [0.2, 0.0, -0.1], [0.1, -0.1, 0.3], [-0.1, -0.5, 0.2], [0.2, -0.1, -0.5], [-0.2, 0.2, 0.4], [0.1, 0.7, 0.5], [0.1, -0.2, 0.1], [-0.3, 0.9, 0.5], [0.6, 1.1, -1.3], [-0.7, -1.0, 1.1], [0.0, 0.2, 0.0], [0.4, 0.3, -0.2], [0.3, 0.7, -0.1], [1.4, -0.7, -1.0], [-0.3, -0.1, 0.7], [-1.1, -0.4, -0.1], [0.3, -0.1, -0.3], [-0.2, -0.4, -0.1], [-0.1, -0.1, 0.0], [0.1, -0.6, 0.3], [-0.5, -0.4, -0.4], [-0.4, -0.3, 0.1], [0.0, -0.3, 0.0], [0.0, 0.2, 0.2], [-0.2, -0.3, -0.1], [-0.7, 0.2, 0.1], [0.1, 0.3, 0.3], [0.5, -0.3, 0.0], [-0.1, 0.1, -0.1], [0.6, 0.5, 0.1], [0.6, -0.5, -0.1], [0.0, -0.2, 0.0], [-1.2, -0.5, -0.8], [0.6, 0.0, -0.9], [-0.4, -0.8, -0.6], [0.1, 0.4, 0.1], [0.3, 0.1, 0.9], [0.9, -1.4, 0.0], [-1.2, 1.9, 0.4], [0.9, -0.8, 0.2], [-1.1, 1.2, 0.4], [0.3, 0.5, 0.0], [-0.3, 0.6, 0.5], [-0.7, -0.2, -0.2], [0.7, 0.3, 0.3], [0.1, -0.3, 0.4], [-0.2, 0.3, 0.3], [-0.1, 0.2, 0.0], [-0.2, 0.3, -0.1], [-0.4, 0.1, -0.2], [0.7, -0.2, 0.0], [-0.2, -0.2, -0.1], [0.6, 0.0, -0.4], [0.0, -0.3, -0.1], [0.1, -0.6, -0.1], [-0.2, -0.1, 0.0], [0.2, -0.6, 0.7], [0.4, 0.9, -0.2], [-0.8, 0.1, -0.7], [-0.5, 0.3, 0.2], [0.6, -0.1, 0.3], [0.2, -0.7, -0.1], [0.6, 0.5, 0.1], [-0.5, -0.5, -0.1], [0.1, 0.8, -0.6], [0.8, -0.4, 0.5], [0.0, -0.2, -0.1], [0.0, 0.1, -0.3], [0.0, 0.3, 0.0], [0.1, 0.0, 0.3], [-0.2, -0.6, -0.2], [0.2, 0.4, 0.1], [0.0, -0.1, 0.1], [-0.2, -0.1, 0.1], [-0.5, -0.4, -0.1], [0.1, 0.0, -0.5], [0.6, 0.0, 0.6], [-0.3, 0.2, -0.3], [-0.2, 0.0, 0.0], [-0.3, 0.0, 0.0], [0.5, 0.0, 1.0], [0.0, -0.4, -0.5], [0.0, -0.5, -0.4], [-0.1, 0.6, 0.4], [-0.2, 0.2, 0.0], [-0.4, 0.2, 0.1], [0.1, 0.4, -0.5], [0.6, -1.9, 1.2], [-0.3, 0.6, -0.7], [-0.2, 0.7, 0.1], [-0.1, 0.4, -0.1], [0.3, -1.6, 0.0], [-0.3, 0.6, -0.1], [0.1, 0.9, 0.2], [-0.8, 0.7, -0.3]],
  "relative_energy_kcal_mol": 53.4,
  "lumo_energy_ev": -7.57,
  "max_force_ha_per_bohr": 0.046,
  "homo_lumo_gap_ha": 0.2349,
  "e_homo_ev": -13.957,
  "total_charge": 4
}